17
Properties=species:S:1:pos:R:3:forces:R:3 method="wB97M-V/def2-TZVPD" gap_ev=9.34 relative_energy_kcal_mol=49.60
C -1.4124 1.5657 -0.8695 1.027 0.390 -0.022
N -0.2695 0.9584 -0.2022 0.061 0.060 -0.048
N -0.1635 1.4682 1.1294 1.205 0.259 -0.385
C -0.1309 -0.4481 -0.3024 0.017 0.066 0.344
C -1.3796 -1.2962 -0.4256 0.262 -0.559 -0.965
O -2.2256 -1.0860 0.6902 0.109 -0.306 0.487
N 0.9822 -1.0553 -0.1728 0.172 0.151 -0.072
S 2.4523 -0.2118 -0.0253 -0.478 0.254 -0.134
H -1.2705 2.6553 -0.8050 -0.213 -0.458 -0.098
H -2.3355 1.2682 -0.4216 -0.857 -0.040 0.373
H -1.3951 1.2463 -1.9007 -0.080 0.073 -0.408
H -0.7192 0.9000 1.7319 -0.504 -0.468 0.624
H 0.8178 1.3901 1.4360 -0.612 0.049 -0.218
H -1.9646 -0.9964 -1.3214 0.330 -0.251 0.525
H -1.0565 -2.3649 -0.5514 -0.382 0.927 0.153
H -1.8516 -1.5818 1.4373 -0.203 0.228 -0.300
H 2.0372 1.0325 -0.4180 0.147 -0.375 0.141